# 1
{"formula": "C34H39CaIN8O2", "method": "ωB97M-V with the def2-TZVPD basis set", "e_homo_ev": -11.56, "de_lowest_kcal_mol": 43.3, "homo_lumo_gap_ev": 6.14, "total_charge": 2, "species": ["Ca", "C", "N", "C", "C", "C", "C", "C", "C", "N", "C", "C", "C", "C", "C", "C", "N", "C", "C", "C", "C", "C", "N", "H", "H", "H", "H", "H", "H", "H", "H", "H", "H", "H", "H", "H", "H", "H", "H", "H", "H", "C", "C", "N", "C", "C", "C", "O", "C", "C", "N", "C", "C", "C", "C", "C", "C", "I", "C", "O", "H", "H", "H", "H", "H", "H", "H", "H", "H", "H", "H", "H", "N", "C", "C", "N", "H", "H", "H", "H", "H", "H", "H", "H", "H"], "positions_angstrom": [[-0.460, -0.350, 0.935], [1.499, 0.920, 3.306], [1.628, 0.822, 1.844], [1.907, 2.123, 1.222], [0.852, 3.140, 1.558], [1.167, 4.286, 2.272], [0.154, 5.166, 2.623], [-1.143, 4.862, 2.250], [-1.362, 3.696, 1.529], [-0.398, 2.849, 1.176], [2.680, -0.134, 1.496], [2.668, -0.595, 0.060], [3.811, -1.181, -0.471], [3.758, -1.722, -1.743], [2.568, -1.648, -2.455], [1.483, -1.039, -1.856], [1.524, -0.523, -0.624], [0.107, 1.250, 3.806], [-0.056, 2.085, 4.902], [-1.322, 2.266, 5.436], [-2.392, 1.606, 4.855], [-2.147, 0.809, 3.751], [-0.931, 0.633, 3.231], [2.213, 1.642, 3.721], [1.753, -0.052, 3.733], [1.927, 1.967, 0.140], [2.891, 2.496, 1.536], [2.192, 4.478, 2.560], [0.374, 6.063, 3.186], [-1.973, 5.504, 2.509], [-2.371, 3.444, 1.218], [2.528, -1.026, 2.106], [3.677, 0.264, 1.731], [4.719, -1.227, 0.116], [4.629, -2.201, -2.171], [2.480, -2.066, -3.448], [0.529, -0.974, -2.367], [0.804, 2.578, 5.337], [-1.467, 2.905, 6.297], [-3.396, 1.701, 5.244], [-2.960, 0.283, 3.264], [2.395, -3.682, 2.771], [1.664, -4.101, 1.528], [2.075, -5.185, 0.918], [1.431, -5.614, -0.182], [0.334, -4.984, -0.707], [-0.287, -5.541, -1.965], [-1.653, -5.920, -1.822], [-0.122, -3.786, -0.089], [-1.285, -3.166, -0.679], [-1.658, -1.923, -0.730], [-2.751, -1.670, -1.611], [-3.045, -2.497, -2.706], [-4.118, -2.258, -3.544], [-4.939, -1.159, -3.342], [-4.641, -0.285, -2.313], [-3.557, -0.535, -1.482], [-3.152, 0.948, -0.052], [0.559, -3.312, 1.054], [0.221, -2.237, 1.684], [2.764, -4.567, 3.284], [1.747, -3.110, 3.433], [3.268, -3.072, 2.520], [1.827, -6.509, -0.647], [0.314, -6.385, -2.311], [-0.277, -4.795, -2.764], [-1.707, -6.656, -1.203], [-1.899, -3.905, -1.188], [-2.421, -3.353, -2.923], [-4.308, -2.938, -4.364], [-5.790, -0.972, -3.983], [-5.254, 0.591, -2.150], [0.335, 4.681, -5.048], [-0.439, 4.040, -3.915], [0.427, 3.007, -3.185], [-0.249, 2.332, -2.109], [-0.233, 5.370, -5.546], [0.641, 3.980, -5.726], [1.169, 5.158, -4.699], [-1.321, 3.580, -4.357], [-0.752, 4.843, -3.250], [1.317, 3.504, -2.786], [0.775, 2.260, -3.906], [-1.061, 1.807, -2.405], [-0.490, 2.918, -1.319]], "lowdin_charge": [1.172, -0.102, -0.218, -0.124, -0.284, -0.010, -0.036, -0.039, -0.164, 0.080, -0.141, -0.264, 0.003, -0.027, -0.042, -0.134, 0.031, -0.269, -0.008, -0.030, -0.037, -0.138, 0.023, 0.137, 0.141, 0.117, 0.134, 0.122, 0.121, 0.115, 0.050, 0.102, 0.143, 0.127, 0.121, 0.111, 0.104, 0.123, 0.121, 0.116, 0.095, -0.021, -0.256, 0.127, -0.098, -0.155, -0.204, -0.063, -0.076, -0.064, 0.007, -0.316, -0.015, -0.053, -0.070, -0.166, -0.604, 1.082, -0.319, -0.267, 0.087, 0.073, 0.073, 0.115, 0.122, 0.121, 0.107, 0.104, 0.105, 0.118, 0.115, 0.091, 0.194, -0.130, -0.276, 0.027, 0.177, 0.175, 0.175, 0.136, 0.136, 0.124, 0.123, 0.052, 0.044]}


# 2
{"formula": "C3H3NO", "method": "ωB97M-V with the def2-TZVPD basis set", "e_homo_ev": -9.54, "de_lowest_kcal_mol": 88.2, "smiles": "C#C/C=N/O", "homo_lumo_gap_ev": 10.12, "species": ["C", "C", "C", "H", "H", "H", "N", "O"], "positions_angstrom": [[-0.218, -0.347, -0.039], [-1.167, 0.635, 0.398], [-1.856, 1.493, 1.011], [2.491, -1.055, -1.048], [-0.434, -1.360, 0.339], [-2.110, 2.491, 1.568], [0.911, -0.103, -0.512], [1.640, -1.255, -0.686]], "lowdin_charge": [-0.224, -0.108, 0.091, 0.082, 0.129, 0.080, -0.008, -0.042]}